Record 1
Entry from OMol25: C20H31As2HfN6O11P2S as an isolated structure (ωB97M-V/def2-TZVPD).

For the energy above the lowest of the compared OMol25 structures with the same formula, charge and spin, the calculation gives 2.761 eV. The calculation puts the HOMO energy at -11.72 eV. The frontier orbital gap is 9.08 eV. Its total charge is +1.

Cartesian coordinates (Å):
Hf (-1.389, 1.159, -0.043)
H (-1.157, -2.460, -3.130)
S (1.555, -4.450, -0.866)
C (2.713, 2.479, 1.872)
C (0.140, -4.903, -1.952)
O (-0.723, -3.810, 2.904)
H (-0.899, -0.748, -2.764)
N (-0.681, 1.186, 1.864)
H (3.391, 1.640, 1.792)
P (-2.929, 1.845, -2.244)
C (2.886, 3.397, 2.896)
H (3.556, 2.347, -1.205)
O (-3.111, 2.069, 0.627)
H (-3.790, 2.290, -4.140)
H (2.233, -0.497, 1.174)
C (2.022, 4.473, 3.013)
H (0.325, -4.398, -2.895)
O (-2.804, 3.266, -1.891)
H (3.351, -4.966, -2.296)
C (2.960, -5.463, -1.413)
H (2.383, -1.078, -0.482)
H (2.576, -6.448, -1.662)
H (-1.467, -5.227, -0.548)
C (-0.923, -3.085, 0.810)
H (-0.953, 5.438, -1.987)
H (-2.288, 4.364, 1.829)
H (0.155, -5.979, -2.086)
N (-1.007, -3.229, -0.558)
O (-5.279, 0.638, 0.747)
H (2.141, 5.183, 3.817)
C (-0.124, 5.166, -1.328)
C (-0.581, -1.761, -2.531)
O (-4.165, 1.155, -1.442)
H (4.227, -4.498, 0.024)
H (-1.961, -4.361, -2.020)
C (3.963, -5.509, -0.280)
H (-2.913, 4.972, 0.283)
H (0.178, 6.036, -0.732)
H (4.863, -6.034, -0.587)
O (-1.602, -5.148, 1.465)
P (-3.882, 0.875, 0.114)
C (2.517, -0.205, 0.163)
C (-2.017, 4.869, 0.899)
As (-0.788, 3.706, -0.109)
H (0.479, -1.854, -2.778)
O (-3.326, 1.559, -3.734)
H (0.724, 4.827, -1.926)
H (2.224, 2.889, -2.266)
O (1.193, -4.765, 0.484)
N (-1.086, -4.101, 1.792)
H (3.527, -6.019, 0.574)
H (3.569, 0.092, 0.136)
N (-3.215, 0.854, 5.808)
O (-1.685, 1.025, -1.929)
C (0.989, 4.621, 2.104)
H (-5.861, 1.398, 0.766)
C (-1.248, 1.239, 2.914)
C (-0.737, -2.019, -1.084)
O (1.856, -3.063, -1.146)
H (3.686, 3.266, 3.608)
O (-2.938, -0.277, 0.223)
N (-1.623, 1.426, 4.055)
C (-2.481, 1.089, 4.957)
H (0.316, 5.466, 2.194)
C (-1.162, -4.474, -1.281)
C (-0.626, -1.770, 1.052)
H (-0.470, -1.302, 2.010)
C (0.789, 3.690, 1.087)
As (1.302, 1.250, -0.446)
H (2.924, 1.267, -2.477)
C (1.662, 2.600, 0.967)
H (-1.611, 5.865, 1.114)
C (2.657, 2.033, -1.745)
N (-0.527, -1.109, -0.134)

Mulliken population analysis, charges in e, atoms 1 to 6: atom 1 (Hf): 1.1108, atom 2 (H): 0.5955, atom 3 (S): 1.1072, atom 4 (C): -0.4489, atom 5 (C): -0.9080, atom 6 (O): -0.6379


Record 2
Entry from OMol25: C20H31As2N3NiOS as an isolated structure (ωB97M-V/def2-TZVPD).

The calculation puts the HOMO energy (spin up / spin down) at 0.10 / 0.29 eV. The frontier orbital gap (spin up / spin down) is 4.57 / 4.38 eV. Its total charge is -2. Its spin multiplicity is 3.

Cartesian coordinates (Å):
H (-3.974, -2.110, -1.050)
H (1.016, -2.236, -4.847)
H (-0.991, 1.616, 4.901)
H (1.321, -1.493, 3.338)
As (-0.530, 0.189, 2.796)
C (2.566, 3.027, -0.188)
H (-4.578, -2.198, 0.883)
H (-5.255, -0.285, 4.641)
H (6.099, 1.415, -0.307)
C (3.997, 1.051, -0.282)
H (-1.519, -3.816, 1.626)
H (0.610, 0.877, 4.957)
C (0.508, -0.935, -3.344)
O (0.053, 0.214, -3.198)
C (4.999, 3.258, -0.236)
H (3.697, -0.863, -1.226)
S (-2.140, 1.069, -0.374)
H (-0.241, -2.095, 3.964)
H (-2.912, 0.438, 4.672)
C (-4.204, -1.595, 1.701)
H (0.833, -3.627, -2.991)
N (0.304, -1.585, -4.558)
C (-5.064, -1.288, 2.748)
Ni (-0.066, 0.654, -0.999)
H (-0.819, -0.091, 5.389)
H (-2.986, -3.969, 0.644)
C (5.109, 1.870, -0.281)
C (-2.885, -1.153, 1.673)
C (-3.269, -0.133, 3.824)
C (3.711, 3.800, -0.179)
C (-1.939, -3.642, 0.629)
N (1.179, -1.641, -2.417)
H (5.875, 3.897, -0.265)
H (0.739, 3.516, 0.859)
C (-2.959, -1.896, -1.386)
C (4.137, -0.444, -0.313)
H (0.001, -0.947, -5.276)
H (0.526, 3.232, -0.837)
H (-6.093, -1.633, 2.720)
H (3.600, 4.881, -0.115)
H (2.528, -3.097, -3.153)
C (1.214, 3.675, -0.114)
C (-2.402, -0.432, 2.780)
H (-2.971, -1.014, -2.021)
H (1.281, 4.750, -0.305)
H (-1.394, -4.274, -0.084)
H (3.595, -0.900, 0.522)
As (-1.738, -1.553, 0.118)
C (-0.440, 0.690, 4.726)
C (0.255, -1.600, 3.126)
H (-2.587, -2.762, -1.942)
C (2.652, 1.586, -0.274)
C (1.615, -3.004, -2.550)
H (5.190, -0.741, -0.263)
H (1.391, -1.117, -1.553)
N (1.620, 0.764, -0.269)
H (1.827, -3.390, -1.555)
H (0.138, -2.207, 2.230)
C (-4.599, -0.542, 3.816)

natural (NBO) population analysis, charges in e, atoms 1 to 6: atom 1 (H): 0.1928, atom 2 (H): 0.3682, atom 3 (H): 0.2101, atom 4 (H): 0.2112, atom 5 (As): 1.0043, atom 6 (C): -0.1325


Record 3
Entry from OMol25: C20H31AsF6N3O4S2 as an isolated structure (ωB97M-V/def2-TZVPD).

For the energy above the lowest of the compared OMol25 structures with the same formula, charge and spin, the calculation gives 0.001 eV. The calculation puts the HOMO energy at -6.02 eV. The frontier orbital gap is 8.47 eV. Its total charge is -1.

Cartesian coordinates (Å):
H (15.096, 0.905, 12.103)
H (21.044, -8.900, 8.863)
H (26.708, -1.863, 11.242)
H (21.066, 5.495, 9.663)
C (25.252, -3.393, 11.309)
H (22.344, 0.663, 7.727)
C (21.472, 5.291, 10.655)
C (16.459, -0.080, 10.734)
O (28.376, -2.713, 9.404)
O (23.484, 4.614, 8.971)
O (23.765, 4.154, 11.449)
C (21.109, -5.841, 7.652)
H (21.876, 2.695, 9.009)
H (22.826, -7.122, 8.246)
F (19.674, -1.487, 11.558)
C (20.624, 4.340, 11.503)
H (21.753, 6.224, 11.133)
H (22.770, 2.099, 5.537)
H (19.889, 2.731, 10.271)
H (25.060, -4.416, 11.646)
C (15.510, -0.017, 11.719)
C (21.766, -6.959, 8.117)
C (24.838, -3.104, 9.879)
F (21.266, -2.909, 8.763)
N (16.674, -1.422, 10.490)
H (20.038, 0.192, 7.997)
C (15.744, -2.151, 11.201)
H (17.367, -1.813, 9.878)
H (15.870, -3.216, 11.083)
H (20.198, 2.475, 4.431)
H (19.077, -5.363, 7.764)
H (17.172, 0.643, 10.378)
H (21.494, -4.969, 7.155)
H (18.557, -7.692, 8.190)
C (20.825, -7.903, 8.517)
C (25.918, -3.703, 8.981)
H (27.167, -3.135, 12.386)
O (28.004, -5.007, 10.238)
C (20.487, 1.929, 5.315)
H (20.811, 2.174, 11.749)
C (20.725, 2.902, 10.948)
N (19.782, -6.075, 7.820)
C (21.627, 1.037, 7.013)
C (21.796, 1.748, 5.834)
H (14.226, -1.516, 12.713)
C (26.699, -2.938, 11.424)
H (26.080, -3.063, 8.114)
H (21.062, 4.313, 12.504)
H (22.593, 1.850, 10.348)
S (22.936, 4.229, 10.251)
S (27.478, -3.680, 9.996)
H (18.550, 1.048, 6.029)
C (21.988, 2.718, 10.095)
H (19.577, 4.584, 11.673)
N (20.313, 0.723, 7.170)
F (21.452, -3.100, 11.204)
F (19.579, -1.121, 9.021)
H (25.846, -4.702, 8.550)
H (24.855, -2.038, 9.659)
F (19.271, -3.430, 10.058)
C (19.576, -7.353, 8.297)
C (19.612, 1.205, 6.109)
C (15.033, -1.307, 12.035)
H (23.832, -3.515, 9.790)
F (21.676, -0.888, 10.172)
H (24.604, -2.873, 12.023)
As (20.453, -2.154, 10.147)

natural (NBO) population analysis, charges in e, atoms 1 to 6: atom 1 (H): 0.2062, atom 2 (H): 0.2127, atom 3 (H): 0.2413, atom 4 (H): 0.2267, atom 5 (C): -0.4125, atom 6 (H): 0.2151


Record 4
Entry from OMol25: C20H31BEuNO2 as an isolated structure (ωB97M-V/def2-TZVPD).

For the energy above the lowest of the compared OMol25 structures with the same formula, charge and spin, the calculation gives 0.428 eV. The calculation puts the HOMO energy (spin up / spin down) at -5.31 / -6.18 eV. The frontier orbital gap (spin up / spin down) is 4.94 / 5.83 eV. Its total charge is 0. Its spin multiplicity is 7.

Cartesian coordinates (Å):
H (0.717, -0.068, -7.675)
H (-1.952, -2.786, 3.402)
C (-2.160, 0.164, -1.572)
C (2.061, 1.770, 1.647)
H (0.242, 2.504, -0.573)
H (2.508, -1.505, -7.002)
O (-0.167, -0.165, -0.190)
H (-1.242, 2.804, -1.513)
Eu (0.556, -0.518, 2.169)
H (-2.115, -0.910, -1.808)
C (1.381, -2.352, -5.348)
B (0.171, -0.072, 7.316)
C (1.016, 2.269, 2.491)
C (-2.428, 0.335, 2.181)
H (-2.604, -1.593, 1.028)
H (0.912, -1.570, -1.368)
C (2.349, 0.872, 3.763)
H (3.788, 0.380, 2.106)
H (-1.375, 2.216, 0.174)
H (-2.578, 0.676, -2.449)
O (0.781, -1.265, -4.609)
H (0.741, -3.239, -5.259)
H (2.780, 0.360, 4.625)
H (0.264, 3.017, 2.228)
H (0.043, -0.214, -3.108)
H (2.258, 2.082, 0.628)
C (-2.366, -1.106, 1.977)
C (-2.044, -1.722, 3.175)
H (-0.458, -1.356, -7.375)
C (0.179, -0.383, -5.582)
H (-0.894, -0.328, -5.337)
H (-2.831, 0.361, -0.722)
H (0.553, 0.643, -5.441)
N (-0.357, -0.676, 4.754)
C (-1.917, -0.672, 4.236)
H (2.323, -2.630, -4.859)
C (1.536, -1.964, -6.822)
C (-0.784, 2.154, -0.754)
H (0.630, 2.006, 4.682)
H (1.901, -0.163, -0.724)
H (0.164, -1.159, 7.863)
H (-2.109, 1.581, 3.992)
H (1.442, -2.817, -7.491)
H (-0.759, 0.631, 7.690)
C (2.880, 0.897, 2.443)
C (1.203, 1.724, 3.789)
C (-0.775, 0.709, -1.232)
C (0.353, 0.361, -2.230)
H (1.258, 0.480, 7.380)
H (-2.549, -0.822, 5.132)
H (-2.731, 1.048, 1.420)
C (0.933, -0.506, -1.128)
C (-0.049, -0.394, 5.881)
H (1.016, 1.194, -2.495)
C (0.453, -0.892, -7.007)
C (-2.147, 0.611, 3.503)

natural (NBO) population analysis, charges in e, atoms 1 to 6: atom 1 (H): 0.2228, atom 2 (H): 0.2222, atom 3 (C): -0.6350, atom 4 (C): -0.3886, atom 5 (H): 0.2230, atom 6 (H): 0.2069